The following is a DFT calculation (ωB97M-V/def2-TZVPD) of a cluster of 7 separate species, C42H79IN10O11S2 in total.

The LUMO energy is 0.4 eV. For the HOMO energy, the calculation gives -8.95 eV. Its SMILES is CCOC[C@]1(CCSc2nnco2)OC(=O)[C@](CCCCCCCSc2nnco2)([C@H](C)CC)[C@H]1I.CNC(C)=O.CNC(C)=O.CNC(C)=O.CNC(C)=O.CNC(C)=O.CNC(C)=O.

Each line ends with the Mulliken charge.
Element x y z (Å)
C: -8.067 -4.921 0.294  -0.86
C: -8.111 -5.997 -0.790  -0.40
O: -6.998 -5.991 -1.653  -0.40
C: -5.789 -6.435 -1.092  -1.15
C: -4.610 -5.425 -1.277  2.90
C: -3.799 -5.345 -0.002  -3.25
C: -4.495 -4.548 1.095  -0.12
S: -3.613 -4.531 2.701  -0.36
C: -2.050 -5.196 2.373  0.57
N: -1.736 -6.398 1.964  -0.09
N: -0.361 -6.443 1.887  -0.57
C: 0.053 -5.280 2.280  -0.05
O: -0.937 -4.433 2.598  -0.16
O: -5.176 -4.163 -1.650  -0.34
C: -4.946 -3.925 -2.963  -0.94
O: -5.711 -3.357 -3.645  -0.58
C: -3.563 -4.517 -3.301  2.46
C: -2.573 -3.604 -2.569  -0.26
C: -2.659 -2.123 -2.921  -0.70
C: -1.777 -1.305 -1.945  -1.13
C: -2.569 -0.350 -1.040  -1.21
C: -2.689 -0.868 0.415  0.42
C: -1.606 -0.264 1.322  -0.77
C: -2.020 1.140 1.783  -0.88
S: -2.724 1.186 3.451  -0.23
C: -1.271 0.868 4.333  0.62
N: -0.053 0.726 3.896  -0.12
N: 0.720 0.476 5.032  -0.60
C: -0.092 0.490 6.044  0.07
O: -1.387 0.735 5.671  -0.39
C: -3.381 -4.540 -4.835  0.70
C: -4.004 -5.785 -5.468  -1.98
C: -1.961 -4.305 -5.381  -0.46
C: -0.953 -5.453 -5.318  -1.33
C: -3.790 -5.831 -2.563  -2.34
I: -2.111 -7.112 -2.220  0.05
H: -7.336 -4.165 0.017  0.14
H: -9.025 -4.434 0.424  0.41
H: -7.730 -5.343 1.239  0.27
H: -8.970 -5.807 -1.428  0.43
H: -8.274 -6.986 -0.357  0.31
H: -5.898 -6.694 -0.039  0.59
H: -5.538 -7.364 -1.609  0.33
H: -2.831 -4.895 -0.180  1.03
H: -3.629 -6.361 0.340  0.89
H: -5.471 -4.963 1.309  0.07
H: -4.599 -3.517 0.773  0.44
H: 1.076 -4.966 2.355  0.45
H: -2.678 -3.676 -1.496  -1.29
H: -1.560 -3.941 -2.793  0.56
H: -2.305 -1.909 -3.923  0.29
H: -3.676 -1.748 -2.834  0.72
H: -1.001 -0.777 -2.482  0.53
H: -1.260 -2.009 -1.291  0.50
H: -3.583 -0.202 -1.407  0.48
H: -2.108 0.636 -1.024  0.58
H: -3.677 -0.641 0.816  0.60
H: -2.590 -1.952 0.395  -0.79
H: -0.723 -0.133 0.702  0.09
H: -1.391 -0.906 2.166  0.63
H: -2.791 1.551 1.142  0.50
H: -1.163 1.804 1.792  0.44
H: 0.115 0.322 7.085  0.46
H: -3.972 -3.711 -5.217  0.46
H: -5.044 -5.846 -5.148  0.40
H: -4.027 -5.661 -6.546  0.47
H: -3.501 -6.701 -5.178  0.38
H: -2.100 -4.064 -6.435  0.62
H: -1.489 -3.435 -4.939  0.00
H: -1.357 -6.409 -5.627  0.27
H: -0.116 -5.210 -5.969  0.46
H: -0.530 -5.525 -4.320  0.22
H: -4.472 -6.490 -3.080  0.98
C: 1.827 3.431 5.111  -0.84
N: 1.876 4.815 4.666  -0.04
C: 2.568 5.846 5.206  0.67
C: 3.410 5.553 6.420  -1.14
O: 2.517 6.962 4.696  -0.68
H: 2.177 2.771 4.318  0.26
H: 0.799 3.164 5.353  0.25
H: 2.447 3.284 5.988  0.33
H: 1.338 5.073 3.854  0.21
H: 3.905 6.471 6.721  0.27
H: 2.797 5.193 7.248  0.39
H: 4.165 4.810 6.162  0.31
C: 2.234 2.457 -5.145  -0.74
N: 1.544 1.283 -4.619  -0.15
C: 0.339 0.760 -4.954  0.66
C: -0.455 1.450 -6.031  -1.00
O: -0.075 -0.245 -4.387  -0.65
H: 3.200 2.155 -5.553  0.27
H: 2.405 3.159 -4.327  0.29
H: 1.673 2.957 -5.928  0.29
H: 2.004 0.762 -3.889  0.24
H: -1.390 0.912 -6.168  0.29
H: -0.677 2.478 -5.745  0.38
H: 0.099 1.461 -6.962  0.15
C: 8.214 3.992 2.342  -0.84
N: 7.560 3.778 3.619  -0.18
C: 6.369 4.269 4.039  0.64
C: 5.593 5.141 3.080  -0.29
O: 5.940 4.016 5.155  -0.68
H: 8.370 3.038 1.835  0.29
H: 9.185 4.466 2.491  0.28
H: 7.613 4.632 1.707  0.31
H: 8.023 3.203 4.305  0.24
H: 4.670 5.450 3.564  -0.38
H: 6.172 6.030 2.819  0.20
H: 5.345 4.591 2.171  0.36
C: 2.502 -3.584 7.452  -0.86
N: 2.394 -2.144 7.586  -0.12
C: 2.218 -1.414 8.718  0.88
C: 2.118 -2.164 10.026  -1.37
O: 2.145 -0.197 8.660  -0.64
H: 3.463 -3.850 7.007  0.29
H: 1.708 -3.963 6.806  0.27
H: 2.423 -4.067 8.420  0.32
H: 2.454 -1.581 6.750  0.22
H: 1.980 -1.441 10.824  0.32
H: 1.267 -2.846 10.017  0.35
H: 3.029 -2.731 10.218  0.36
C: 0.755 2.516 -11.516  -0.88
N: 0.671 2.523 -10.066  -0.13
C: 1.330 3.321 -9.191  0.79
C: 2.279 4.347 -9.762  -1.42
O: 1.153 3.204 -7.986  -0.58
H: -0.225 2.719 -11.949  0.29
H: 1.092 1.540 -11.868  0.29
H: 1.451 3.270 -11.862  0.34
H: 0.051 1.862 -9.625  0.21
H: 2.721 4.899 -8.939  0.30
H: 3.074 3.864 -10.330  0.37
H: 1.750 5.045 -10.410  0.38
C: 3.904 9.492 3.657  -0.86
N: 4.958 8.795 2.937  -0.06
C: 6.209 9.215 2.642  0.90
C: 6.608 10.597 3.103  -1.33
O: 6.983 8.489 2.029  -0.67
H: 3.612 8.921 4.536  0.28
H: 3.026 9.600 3.019  0.26
H: 4.240 10.477 3.963  0.38
H: 4.766 7.866 2.597  0.13
H: 7.632 10.779 2.793  0.30
H: 5.963 11.355 2.656  0.36
H: 6.548 10.675 4.189  0.35

=====

The following is a DFT calculation (ωB97M-V/def2-TZVPD) of the molecule C10H14S2.

The LUMO energy is 0.7 eV. For the HOMO energy, the calculation gives -8.59 eV. Its SMILES is CS[C@](C)(CS)c1ccccc1. For the energy above the lowest of the compared OMol25 structures with the same formula, charge and spin, the calculation gives 0.0 kcal per mole.

Each line ends with the natural charge from an NBO analysis.
Element x y z (Å)
C: -2.005 1.682 -1.079  -0.74
S: -0.266 2.186 -0.988  0.19
C: 0.369 1.030 0.336  -0.15
C: -0.213 1.473 1.671  -0.64
C: 1.880 1.248 0.322  -0.51
S: 2.701 0.119 1.516  -0.05
C: 0.052 -0.392 -0.056  -0.07
C: -0.502 -1.302 0.836  -0.21
C: -0.757 -2.605 0.443  -0.20
C: -0.466 -3.020 -0.843  -0.21
C: 0.089 -2.122 -1.739  -0.22
C: 0.346 -0.822 -1.347  -0.16
H: -2.423 2.199 -1.936  0.23
H: -2.529 1.982 -0.175  0.21
H: -2.062 0.607 -1.224  0.23
H: -0.046 2.540 1.802  0.23
H: 0.277 0.947 2.489  0.22
H: -1.282 1.280 1.717  0.22
H: 2.117 2.274 0.605  0.22
H: 2.289 1.035 -0.664  0.23
H: 3.931 0.559 1.267  0.13
H: -0.730 -1.009 1.848  0.22
H: -1.187 -3.297 1.152  0.21
H: -0.671 -4.036 -1.147  0.21
H: 0.322 -2.433 -2.747  0.21
H: 0.764 -0.123 -2.058  0.21

=====

The following is a DFT calculation (ωB97M-V/def2-TZVPD) of the molecule C5H6O.

The LUMO energy is 0.8 eV. For the HOMO energy, the calculation gives -8.63 eV. For the energy above the lowest of the compared OMol25 structures with the same formula, charge and spin, the calculation gives 95.6 kcal per mole.

Each line ends with the natural charge from an NBO analysis.
Element x y z (Å)
O: -0.014 -1.981 0.864  -0.63
C: 1.075 -1.563 0.274  0.30
C: 0.740 -0.578 -0.830  -0.55
C: 0.657 0.800 -0.124  -0.49
C: -0.689 1.081 0.385  0.00
C: -1.805 1.294 0.789  -0.26
H: -0.846 -1.613 0.486  0.47
H: 1.366 0.806 0.716  0.25
H: -0.213 -0.790 -1.345  0.20
H: 1.541 -0.566 -1.574  0.23
H: 0.971 1.600 -0.802  0.25
H: -2.783 1.511 1.159  0.24

=====

The following is a DFT calculation (ωB97M-V/def2-TZVPD) of a cluster of 2 separate species, C6H14N2 in total.

The LUMO energy is 1.0 eV. For the HOMO energy, the calculation gives -8.86 eV. Its SMILES is [H]/N=C/NC.C/C=C/C. For the energy above the lowest of the compared OMol25 structures with the same formula, charge and spin, the calculation gives 28.1 kcal per mole.

Each line ends with the natural charge from an NBO analysis.
Element x y z (Å)
H: 1.150 -0.693 2.848  0.34
N: 0.797 -0.107 2.098  -0.72
C: 1.738 0.715 1.822  0.29
N: 1.684 1.598 0.787  -0.61
C: 2.901 1.896 0.049  -0.40
H: 2.666 0.775 2.399  0.14
H: 0.822 1.520 0.272  0.39
H: 2.841 2.800 -0.544  0.21
H: 3.708 1.971 0.776  0.20
H: 3.155 1.044 -0.592  0.18
C: -2.731 -1.827 0.661  -0.64
C: -2.332 -1.215 -0.651  -0.18
C: -1.159 -0.649 -0.927  -0.21
C: -0.858 -0.113 -2.305  -0.63
H: -3.516 -1.209 1.107  0.21
H: -3.173 -2.806 0.478  0.21
H: -1.904 -1.897 1.360  0.22
H: -3.047 -1.265 -1.468  0.18
H: -0.384 -0.605 -0.170  0.21
H: -1.746 -0.194 -2.932  0.21
H: -0.056 -0.673 -2.789  0.21
H: -0.556 0.936 -2.280  0.20

=====

What did the third record say?
The following is a DFT calculation (ωB97M-V/def2-TZVPD) of the molecule C5H6O.

The LUMO energy is 0.8 eV. For the HOMO energy, the calculation gives -8.63 eV. For the energy above the lowest of the compared OMol25 structures with the same formula, charge and spin, the calculation gives 95.6 kcal per mole.

Each line ends with the natural charge from an NBO analysis.
Element x y z (Å)
O: -0.014 -1.981 0.864  -0.63
C: 1.075 -1.563 0.274  0.30
C: 0.740 -0.578 -0.830  -0.55
C: 0.657 0.800 -0.124  -0.49
C: -0.689 1.081 0.385  0.00
C: -1.805 1.294 0.789  -0.26
H: -0.846 -1.613 0.486  0.47
H: 1.366 0.806 0.716  0.25
H: -0.213 -0.790 -1.345  0.20
H: 1.541 -0.566 -1.574  0.23
H: 0.971 1.600 -0.802  0.25
H: -2.783 1.511 1.159  0.24